[1]
A molecular structure, C18H22N3O7P2S2V, computed with the ωB97M-V functional and the def2-TZVPD basis.

Values from the calculation:
* energy above the lowest of the compared OMol25 structures with the same formula, charge and spin: 1.0 kcal/mol
* multiplicity: 4
* gap between HOMO and LUMO (alpha / beta): 7.846 / 7.145 eV
* E: -3813.554111 Ha
* net charge: -1
* F_max: 0.0066 Eh/bohr
* <S²>: 3.762

Positions of all 55 atoms, in Å:
V  0.6278  0.0342  0.3058
S  2.4419  -1.2551  -0.4825
S  -1.0712  -3.5112  -1.7919
P  -1.8568  1.4795  1.2969
P  -1.5826  -1.5638  1.9024
O  -0.8367  1.3166  0.1626
O  -4.5396  -3.1534  1.1334
O  -0.4493  -1.2032  -0.8972
O  -3.0197  2.4123  0.6486
O  -1.4466  2.0135  2.6119
O  1.7784  1.1772  1.2412
O  -2.1710  -2.2500  3.0795
N  -3.3531  -0.5021  0.1369
N  -0.0230  -0.8094  2.1120
N  -1.3958  -2.6020  0.6742
C  2.7476  -0.2234  4.4595
C  -1.9263  -4.8641  -0.9400
C  -0.9536  -2.3064  -0.5028
C  2.3915  0.9296  2.3667
C  0.6039  -7.3616  1.4720
C  1.9445  -0.0218  3.3175
C  3.9074  0.4742  4.6891
C  -1.0349  -5.7347  -0.0965
C  -0.1029  -6.5817  -0.6872
C  4.3069  1.4481  3.7668
C  3.5623  1.6694  2.6397
C  0.7130  -7.3901  0.0893
C  0.2251  -1.4450  4.4723
C  -3.7945  -0.0197  2.4909
C  -2.7076  -0.1431  1.4205
C  -0.3217  -6.5180  2.0699
C  -1.1354  -5.7070  1.2916
C  0.6738  -0.7552  3.2097
H  -0.4052  -6.4785  3.1488
H  1.4400  -8.0373  -0.3857
H  -2.7251  -4.4278  -0.3408
H  -2.3725  -5.4462  -1.7482
H  -4.3507  -0.9492  2.5870
H  -4.4871  0.7749  2.1986
H  -2.6639  -0.4809  -0.6106
H  -0.0030  -6.5944  -1.7670
H  0.8938  -2.2893  4.6575
H  -3.3588  0.2380  3.4534
H  2.4565  -0.9649  5.1877
H  -0.7865  -1.8169  4.3872
H  1.2427  -7.9899  2.0807
H  5.2099  2.0221  3.9366
H  -1.8345  -5.0243  1.7571
H  -3.8913  -3.1929  1.8508
H  -4.0202  0.2330  -0.0808
H  3.8565  2.4055  1.9033
H  4.4976  0.2736  5.5730
H  -3.2703  3.0709  1.3074
H  0.3063  -0.7626  5.3165
H  -4.2666  -2.3608  0.6356

Forces on atoms 1 to 6 (eV/Å):
0.2 -0.1 0.0
0.0 0.0 0.0
0.0 0.0 0.0
0.0 0.0 0.0
-0.1 0.1 0.3
-0.1 0.1 0.0

=====

[2]
2 unconnected molecules or ions with the total composition C4H13NO2 at a distorted geometry, computed with the ωB97M-V functional and the def2-TZVPD basis.

Values from the calculation:
* energy above the lowest of the compared OMol25 structures with the same formula, charge and spin: 63.0 kcal/mol
* gap between HOMO and LUMO: 10.437 eV
* SMILES: CC[C@H](N)CO.O
* E: -365.342117 Ha
* F_max: 0.0947 Eh/bohr

Positions of all 20 atoms, in Å:
O  2.3564  0.1954  -1.6895
O  -0.9306  1.5449  2.1145
N  1.3786  0.2516  1.2255
C  -1.1861  -1.1456  -1.3097
C  -1.1373  0.8497  0.9559
C  0.0183  -1.1023  -0.3335
C  0.1682  0.3164  0.2640
H  2.4080  0.3914  -0.8030
H  1.4013  1.1490  1.8417
H  -1.6398  1.6795  0.3268
H  0.9154  -1.3282  -1.0671
H  1.3409  -0.4537  1.9356
H  -0.4114  2.3793  1.9601
H  1.6454  -0.5444  -1.7418
H  -1.9685  0.2236  1.2383
H  -1.1715  -0.6782  -2.3407
H  -1.4312  -2.2881  -1.5013
H  -0.0603  -1.9808  0.4389
H  -2.0452  -0.6032  -1.0644
H  0.3496  1.1439  -0.4502

Forces on atoms 1 to 6 (eV/Å):
-1.5 -2.2 -4.1
1.8 2.1 2.5
-0.8 3.2 -0.2
0.1 -2.8 -1.9
-1.3 1.9 -1.8
0.3 -0.2 -2.0

=====

[3]
A molecular structure, C6H19AsN2PdSe3Te, computed with the ωB97M-V functional and the def2-TZVPD basis.

Values from the calculation:
* gap between HOMO and LUMO: 6.216 eV
* E: -10185.530750 Ha
* F_max: 0.0116 Eh/bohr

Positions of all 33 atoms, in Å:
Te  2.7564  -1.7734  1.5018
Pd  1.0315  -0.4287  -0.0729
Se  3.2390  -0.9477  -1.3598
Se  1.4734  0.2109  -2.3772
Se  0.4623  -1.0688  2.2086
As  -0.6530  -1.8736  -0.8719
N  2.0806  1.5829  0.5597
N  -1.1171  1.5881  0.3803
C  1.6958  2.6011  1.5444
C  0.3769  3.3212  1.2724
C  -0.8930  2.5107  1.4880
C  0.2528  -3.3530  -1.6961
C  -1.8403  -1.2958  -2.2835
C  -1.8935  -2.7305  0.3276
H  -2.4214  -2.1488  -2.6333
H  -1.7387  3.1882  1.6604
H  -1.3337  -3.1822  1.1417
H  2.9863  1.1878  0.7923
H  -1.2337  -0.8902  -3.0888
H  2.1698  1.9885  -0.3684
H  -2.5799  -1.9941  0.7419
H  -0.4708  -4.0190  -2.1655
H  -0.7698  1.9120  2.3949
H  0.8198  -3.8820  -0.9318
H  0.3481  4.1812  1.9467
H  -1.3118  2.0745  -0.4882
H  2.4745  3.3688  1.6116
H  -1.9129  0.9878  0.5635
H  -2.4531  -3.4847  -0.2265
H  1.6441  2.1058  2.5170
H  0.3809  3.7343  0.2558
H  0.9453  -2.9466  -2.4305
H  -2.5147  -0.5247  -1.9141

Forces on atoms 1 to 6 (eV/Å):
0.1 -0.1 -0.1
-0.2 0.5 0.2
0.0 0.1 0.0
0.1 -0.1 -0.1
0.1 0.0 0.3
0.2 0.0 -0.1

=====

[4]
A molecular structure, C30H53Br9F9N5O11 at a distorted geometry, computed with the ωB97M-V functional and the def2-TZVPD basis.

Values from the calculation:
* multiplicity: 2
* gap between HOMO and LUMO (alpha / beta): 2.927 / 7.290 eV
* E: -26341.331536 Ha
* net charge: -1
* F_max: 0.0957 Eh/bohr
* <S²>: 0.754

Positions of all 117 atoms, in Å:
Br  -0.7958  -7.7165  5.5033
Br  1.4441  -1.5014  5.7325
Br  6.1050  -5.6805  0.2507
Br  3.6926  -3.3080  4.1935
Br  1.0176  -5.3742  7.0999
Br  4.6136  -0.7568  5.9938
Br  4.3321  -6.8489  2.7783
Br  2.7843  -5.8508  0.0279
Br  0.6146  -5.2363  3.8932
F  3.8188  0.2203  2.6967
F  4.2074  1.5748  1.0756
F  1.6214  1.9914  0.0221
F  -0.4105  2.5800  0.4741
F  0.7627  8.8917  -3.1857
F  0.0193  1.6247  -1.3910
F  2.6828  8.1556  -3.7316
F  0.9817  7.1823  -4.5647
F  5.2403  1.8389  2.9741
O  2.9797  3.6722  2.4698
O  -5.4545  -0.7296  -1.6609
O  -1.2733  1.3666  -4.4251
O  0.0075  -2.6955  -2.4241
O  1.9104  1.8878  3.5222
O  -4.2746  5.5332  -3.8953
O  0.4336  6.0626  -2.0005
O  -0.9548  -0.3603  0.2685
O  -2.2370  -0.8212  3.5470
O  1.1066  -0.2360  1.3248
O  2.6517  6.4697  -1.7562
N  -2.3833  -2.6103  4.9312
N  -2.9067  3.8681  -4.2562
N  0.9855  -4.6618  -3.0087
N  -0.9716  -0.8306  -4.1849
N  -3.3704  -1.3323  -1.1066
C  -2.2512  -2.0459  3.7032
C  -2.3611  -1.8663  6.1294
C  0.8110  2.7012  3.9237
C  -3.5329  -2.8046  -1.0094
C  4.3260  -5.5090  1.2389
C  -5.2637  3.5826  -4.7316
C  -0.1964  -5.4871  -3.1696
C  0.3746  1.6501  -0.0930
C  0.9955  0.5808  -4.1634
C  1.4598  -2.7111  1.1180
C  2.9317  2.4541  2.8045
C  -0.2500  -5.7439  5.6123
C  -4.0910  4.4200  -4.2895
C  -0.2426  1.9057  4.6613
C  -1.7303  4.3604  -3.4938
C  0.0862  0.2482  0.4626
C  4.3032  5.6085  -0.3697
C  -2.4219  -1.1745  -4.3157
C  1.0536  -3.3648  -2.6984
C  2.3714  -2.7215  -2.6684
C  -0.5624  0.4079  -4.2079
C  3.3144  -2.2386  5.7660
C  -4.2901  -0.4444  -1.4305
C  1.4900  7.7621  -3.4455
C  -2.2166  -3.0284  2.5478
C  2.8385  5.7293  -0.6268
C  1.0940  -1.4915  2.0088
C  4.0905  1.4802  2.3796
C  -3.7764  0.9947  -1.5656
C  1.4382  6.6880  -2.2710
H  -4.8684  2.5683  -4.7867
H  -1.6444  -2.4261  6.7302
H  4.8298  5.0718  -1.1588
H  -1.0875  -4.8899  -2.9767
H  -3.0937  -0.3169  -4.3543
H  -1.1559  3.5381  -3.0672
H  -1.0736  5.0244  -4.0558
H  -2.6023  -3.2467  -0.6538
H  -2.9217  1.2123  -0.9250
H  2.6071  -2.3482  -3.6650
H  -1.8072  -2.4833  1.6973
H  1.1703  1.6457  -4.0101
H  3.3202  -2.8504  6.6681
H  -2.7622  2.8849  -4.4364
H  1.1750  3.5729  4.4676
H  -0.1701  -5.7905  -4.2162
H  2.4571  4.7329  -0.8498
H  -3.5288  1.0911  -2.6228
H  0.1827  1.5007  5.5796
H  -2.4516  -0.9155  -1.1538
H  4.7599  6.5968  -0.3177
H  0.8012  -2.6610  0.2509
H  -3.3279  -1.9505  6.6256
H  -0.2340  -6.3986  -2.5730
H  -1.1256  -5.1015  5.7051
H  -1.5513  -3.8432  2.8335
H  -4.5795  1.6946  -1.3347
H  0.3543  3.2415  3.0945
H  4.5778  5.1299  0.5703
H  3.1247  -3.3518  -2.1958
H  2.4631  -2.4912  0.7533
H  -0.5713  1.0105  4.1334
H  -1.1385  2.4596  4.9415
H  1.8245  -4.9838  -3.4697
H  2.2664  6.1664  0.1916
H  2.2782  -1.8196  -2.0633
H  -5.7296  3.9464  -5.6474
H  -2.1192  4.9764  -2.6830
H  1.4894  -0.0199  -3.3996
H  -3.6656  -3.3053  -1.9685
H  -2.1595  -0.8066  5.9724
H  -2.7309  -1.8533  -3.5208
H  -2.5830  -1.6491  -5.2837
H  -2.6050  -3.5938  4.8713
H  -6.0818  3.7790  -4.0386
H  -3.1490  -3.5108  2.2547
H  -4.4097  -3.0207  -0.3989
H  4.2733  -4.5111  1.6742
H  1.7110  -1.3919  2.9018
H  1.3564  -3.7005  1.5633
H  1.4603  0.2787  -5.1019
H  -0.3749  -1.5585  -3.8186
H  0.0478  -1.6441  2.2739

Forces on atoms 1 to 6 (eV/Å):
0.4 1.9 0.3
0.9 -0.3 0.0
0.6 0.4 -0.4
0.0 0.3 0.5
-1.0 -0.4 -0.8
-0.7 -0.8 -0.1

=====

[5]
A gas-phase ion, C6H14N2 (charge +2) at a distorted geometry, computed with the ωB97M-V functional and the def2-TZVPD basis.

Values from the calculation:
* energy above the lowest of the compared OMol25 structures with the same formula, charge and spin: 23.9 kcal/mol
* gap between HOMO and LUMO: 10.029 eV
* SMILES: C=[NH+]C(=C)C[C@H](C)[NH3+]
* E: -345.849067 Ha
* net charge: +2
* F_max: 0.0522 Eh/bohr

Positions of all 22 atoms, in Å:
N  -2.1112  0.7141  0.0304
N  1.3025  -0.8097  1.7371
C  1.4344  -0.5584  0.2085
C  -2.9553  0.2594  -0.8161
C  0.0298  -0.4732  -0.4317
C  2.4791  -1.4735  -0.3854
C  -0.1655  2.0300  -0.4959
C  -0.6967  0.8369  -0.2403
H  -2.6492  -0.0854  -1.8072
H  0.2978  -0.5951  -1.5068
H  0.8191  2.2394  -0.9175
H  2.2301  -0.6145  2.1206
H  1.7910  0.4678  0.2164
H  0.9617  -1.7214  2.0486
H  -2.4631  1.0254  0.9373
H  -0.7276  2.9754  -0.4307
H  3.2936  -1.1026  -0.9942
H  -0.5751  -1.3807  -0.2737
H  0.6826  -0.0909  2.1182
H  1.9776  -2.2151  -1.0404
H  2.8355  -2.1155  0.4334
H  -4.0022  0.2112  -0.4861

Forces on atoms 1 to 6 (eV/Å):
-0.4 0.1 -0.1
0.2 0.9 -0.5
-0.5 1.2 0.6
-0.5 0.0 0.5
1.1 -1.2 -1.4
-1.2 -2.4 0.0

=====

[6]
A molecular structure, C21H21FeN2O3 at a distorted geometry, computed with the ωB97M-V functional and the def2-TZVPD basis.

Values from the calculation:
* multiplicity: 5
* gap between HOMO and LUMO (alpha / beta): 6.155 / 5.155 eV
* E: -2411.281145 Ha
* net charge: +1
* F_max: 0.1169 Eh/bohr
* <S²>: 6.104

Positions of all 48 atoms, in Å:
Fe  -0.4563  -3.9943  -1.8986
O  -0.4377  -2.9026  0.8627
O  -1.0665  -6.6809  -0.8895
O  -3.1878  -2.9005  -1.3137
N  0.2950  0.2313  -0.8840
N  -0.3673  2.8498  2.3595
C  -0.6825  -5.7912  -1.5509
C  -0.3689  -3.4230  -0.2094
C  -0.0767  -2.7357  -3.6058
C  -1.5338  3.6905  2.4514
C  1.7621  0.9671  2.5239
C  -0.1956  1.9566  1.3310
C  -0.7437  1.1255  -0.9046
C  2.1676  -2.4777  -1.8807
C  1.6604  2.1604  3.4859
C  1.5253  -3.7581  -2.1734
C  0.8251  0.9757  1.3678
C  1.9417  -1.1490  -1.9804
C  -0.3466  -1.6851  -2.7158
C  0.6031  -0.5131  -2.1546
C  -0.9753  2.0333  0.1471
C  -1.9659  3.1413  0.0229
C  0.7862  -3.8732  -3.3882
C  -1.9061  4.2329  1.1018
C  0.2521  2.6545  3.6474
C  0.9811  0.0753  0.2879
C  -2.1644  -3.3883  -1.6422
H  -1.3545  -1.2162  -2.8505
H  -0.3338  1.9545  4.2606
H  0.5749  0.3972  -2.8358
H  2.2886  2.9853  3.1456
H  0.8825  -4.7082  -4.0954
H  -1.8450  3.6280  -0.9492
H  2.8180  -0.4958  -1.9146
H  -1.4092  1.0933  -1.7953
H  1.6626  -0.8024  0.3689
H  -0.6977  -2.8773  -4.4991
H  2.0553  1.8910  4.4637
H  -2.9805  2.7244  0.0399
H  3.1565  -2.6937  -1.4283
H  1.5988  0.0562  3.1127
H  2.7922  0.9247  2.1579
H  0.2348  3.6010  4.1968
H  -1.3291  4.5068  3.1501
H  -2.3792  3.1416  2.8906
H  -1.1944  5.0116  0.8231
H  2.0006  -4.6848  -1.8142
H  -2.8661  4.7417  1.1751

Forces on atoms 1 to 6 (eV/Å):
-2.3 1.0 0.1
0.3 -2.5 -4.6
1.4 2.8 -2.6
4.1 -1.8 -1.3
-0.4 -1.5 0.1
-0.5 0.2 1.1